ORCA calculation (the ωB97M-V functional and the def2-TZVPD basis) on the molecule C5H9ClOSi in a non-equilibrium geometry.

Values from the calculation:
ΔE to the lowest compared entry with this formula, charge and spin	0.219	eV
F_max	6.14	eV/Å
HOMO	-9.3	eV
net charge	0
Kohn-Sham gap	9.79	eV
energy	-27777.8739	eV
E_LUMO	0.01830	hartree

Each line ends with the natural charge from an NBO analysis.
Atoms and positions in Å:
H -1.346 0.536 2.082  0.14
H -0.925 -0.676 -1.139  0.21
H -1.292 1.489 -1.039  0.18
C 0.505 1.861 -0.153  -0.63
C -0.818 -0.494 2.214  -0.24
H -0.898 3.226 -1.079  0.20
Si 1.089 0.051 0.133  1.66
Cl 3.018 -0.108 0.358  -0.32
H 1.294 2.510 0.143  0.21
H 1.395 -2.602 -1.790  0.19
C -0.527 2.243 -0.912  -0.33
H -1.480 -1.047 1.519  0.15
H -0.100 -2.552 -2.662  0.20
O 0.531 -0.313 1.965  -0.85
C 0.013 -1.120 -1.006  -0.64
H -0.895 -0.918 3.203  0.19
C 0.438 -2.085 -1.839  -0.32

ORCA calculation (the ωB97M-V functional and the def2-TZVPD basis) on the ion C5H9ClP with charge +1 in a non-equilibrium geometry.

Values from the calculation:
ΔE to the lowest compared entry with this formula, charge and spin	0.000	eV
F_max	2.22	eV/Å
HOMO	-14.1	eV
net charge	+1
Kohn-Sham gap	8.19	eV
energy	-27133.0736	eV
E_LUMO	-0.21598	hartree

Each line ends with the natural charge from an NBO analysis.
Atoms and positions in Å:
H 2.083 0.279 2.133  0.32
P -0.476 -0.254 -1.639  0.95
H 2.785 0.147 0.549  0.29
C 1.873 -0.100 1.125  -0.76
H -0.530 -2.783 -1.191  0.26
C -0.965 -1.930 -0.674  -0.92
H 1.637 -1.141 1.214  0.29
H -2.206 1.666 0.255  0.26
C 0.696 0.542 0.688  0.41
H -2.089 -2.120 -0.601  0.27
H -0.880 2.623 0.959  0.25
C -0.247 0.967 -0.010  -0.27
H -0.637 -1.948 0.370  0.23
H -1.155 2.667 -0.782  0.26
C -1.208 2.053 0.095  -0.64
Cl 1.320 -0.667 -2.491  -0.20